Record 1
{
  "formula": "C27H36BrFeI2N5O3PS2",
  "method": "ωB97M-V/def2-TZVPD",
  "multiplicity": 5,
  "s_squared": 6.245,
  "total_charge": -1,
  "max_force_ev_per_a": 1.728,
  "energy_ha": -7121.03052,
  "e_lumo_ev": [1.158, 0.566],
  "gap_ev": [4.71, 4.17],
  "species": ["I", "I", "Br", "Fe", "S", "S", "P", "O", "O", "O", "N", "N", "N", "N", "N", "C", "C", "C", "C", "C", "C", "C", "C", "C", "C", "C", "C", "C", "C", "C", "C", "C", "C", "C", "C", "C", "C", "C", "C", "C", "C", "C", "H", "H", "H", "H", "H", "H", "H", "H", "H", "H", "H", "H", "H", "H", "H", "H", "H", "H", "H", "H", "H", "H", "H", "H", "H", "H", "H", "H", "H", "H", "H", "H", "H", "H", "H", "H"],
  "xyz": [[5.2716, -0.6785, -0.4011], [2.0149, 0.9283, 0.0768], [-2.4588, -1.2796, -1.3224], [-0.1218, -0.1080, -1.0872], [0.0104, -0.4052, -3.7488], [-3.3223, 1.8907, -0.3057], [-0.7433, -0.0909, 2.5571], [-0.9485, 1.5832, -1.2632], [0.2897, 3.0228, -2.4001], [-0.8182, -0.3039, 1.1015], [-0.9585, 1.5041, 2.9941], [2.0859, 1.2012, -3.4619], [2.5006, -0.9239, -4.2749], [0.6377, -0.7198, 3.2732], [-1.9784, -0.9406, 3.3033], [-1.9087, -1.6932, 4.5233], [3.4934, 1.5379, -3.4213], [-2.3062, 6.1405, -1.4206], [-1.9615, -5.3898, -0.9510], [-2.5118, -4.1074, -1.0540], [-1.4198, 5.1277, -1.7197], [1.6607, -4.6181, -1.0344], [-1.3501, 1.9053, 4.3215], [-1.7032, 3.8062, -1.3934], [-2.9087, 3.4923, -0.7443], [-0.2753, -3.1187, -1.0633], [1.5243, -0.0037, 4.1600], [-0.6044, -5.5474, -0.9157], [4.2403, 0.7337, -4.4796], [-3.2864, -0.8326, 2.7046], [-3.5043, 5.8335, -0.7826], [-0.7108, 2.7520, -1.7221], [-3.7992, 4.5335, -0.4480], [1.9216, -2.2488, -1.3082], [-0.6458, 2.5895, 2.0953], [-1.6817, -3.0190, -1.1025], [1.2467, -1.8614, 2.6239], [0.2650, -4.4399, -0.9859], [1.6532, 0.0014, -3.7983], [3.9354, -0.7452, -4.2676], [2.4688, -3.5356, -1.2298], [0.5770, -1.9844, -1.1580], [2.1154, -1.8489, -4.3885], [4.3574, -1.0722, -3.3100], [-0.1675, -6.5361, -0.8555], [-4.7243, 4.2889, 0.0531], [2.2009, -1.5856, 2.1654], [0.3051, 3.0739, 2.3463], [-4.0044, -0.3925, 3.4051], [-2.6088, -1.3062, 5.2769], [-2.2905, 2.4675, 4.2759], [-2.0686, 7.1655, -1.6730], [-4.2104, 6.6194, -0.5446], [-1.4410, 3.3387, 2.1259], [-1.4950, 1.0215, 4.9391], [-2.1574, -2.7469, 4.3486], [5.3137, 0.9029, -4.4076], [-3.2145, -0.1920, 1.8286], [3.9023, 1.3125, -2.4293], [2.6178, -1.4415, -1.4731], [-2.6172, -6.2494, -0.9272], [-0.5916, 2.1996, 1.0837], [-0.8987, -1.6398, 4.9212], [3.8974, 1.0357, -5.4695], [1.4036, 1.8833, -3.0819], [2.0679, -5.6166, -0.9469], [0.5772, -2.2299, 1.8477], [1.4177, -2.6607, 3.3537], [4.3606, -1.3587, -5.0672], [-0.5954, 2.5498, 4.7916], [-3.5802, -3.9752, -1.1235], [2.4138, 0.3594, 3.6329], [-0.4788, 5.3330, -2.2091], [1.0055, 0.8421, 4.6007], [3.5386, -3.6546, -1.3224], [1.8501, -0.6702, 4.9679], [3.5869, 2.6122, -3.5959], [-3.6543, -1.8135, 2.3886]],
  "lowdin_charge": [-0.4747, 0.4771, 0.8977, 0.2232, 0.6921, 0.8372, 0.5429, -0.3111, 0.0014, -0.4023, -0.2906, 0.0237, 0.0107, -0.3150, -0.3064, -0.1256, -0.1888, -0.0895, -0.0972, -0.1358, -0.0166, -0.0419, -0.1203, -0.1466, -0.6097, -0.2154, -0.1067, -0.0455, -0.1577, -0.1124, -0.0976, -0.5862, -0.1305, -0.1875, -0.1361, -0.5193, -0.1164, -0.1712, -0.8195, -0.1890, -0.0701, -0.2443, 0.1201, 0.0411, 0.1075, 0.0932, 0.0664, 0.0824, 0.0822, 0.0771, 0.0857, 0.0961, 0.0993, 0.0838, 0.0683, 0.0834, 0.1151, 0.0281, 0.0292, -0.0404, 0.0976, 0.0070, 0.0704, 0.1124, 0.0692, 0.1062, 0.0705, 0.0828, 0.1186, 0.0830, 0.0931, 0.0820, 0.1178, 0.0577, 0.0891, 0.0835, 0.1258, 0.0862]
}

---

Record 2
{
  "formula": "C27H36ClEuNO2P3",
  "method": "ωB97M-V/def2-TZVPD",
  "multiplicity": 7,
  "s_squared": 12.084,
  "total_charge": 2,
  "max_force_ev_per_a": 4.053,
  "energy_ha": -3449.49965,
  "e_lumo_ev": [-5.716, -7.059],
  "gap_ev": [3.64, 5.51],
  "species": ["Eu", "Cl", "P", "P", "P", "O", "O", "N", "C", "C", "C", "C", "C", "C", "C", "C", "C", "C", "C", "C", "C", "C", "C", "C", "C", "C", "C", "C", "C", "C", "C", "C", "C", "C", "C", "H", "H", "H", "H", "H", "H", "H", "H", "H", "H", "H", "H", "H", "H", "H", "H", "H", "H", "H", "H", "H", "H", "H", "H", "H", "H", "H", "H", "H", "H", "H", "H", "H", "H", "H", "H"],
  "xyz": [[0.0749, -0.0981, -1.6753], [-1.5768, 0.1136, -4.1684], [-0.1841, 2.5994, -0.3387], [0.0056, -2.6622, 0.0313], [0.1987, 0.2511, 3.6954], [1.0530, 0.2456, -3.9054], [2.2917, 0.6222, 0.6587], [0.3627, 0.9341, 2.0925], [-2.2183, -0.9925, 2.9021], [0.3037, -0.1171, -6.1883], [0.1376, 0.1079, -4.7382], [-1.8657, -0.2033, 5.2856], [-1.3851, 1.2878, 5.6042], [1.3318, 0.8785, 1.3453], [0.0650, -3.3507, -1.6788], [-0.2476, 3.2011, -2.0614], [0.9293, 3.8636, 0.3745], [1.2548, -3.7811, 0.7958], [0.8139, 2.6816, 6.8093], [-1.7521, 3.2407, 0.3596], [-1.4799, -3.5585, 0.6539], [-4.0296, -1.1168, 4.5117], [0.9230, 2.2602, 5.4758], [3.6800, -1.7597, 3.1153], [-3.3081, -0.4646, 5.4720], [-3.5260, -1.3844, 3.2234], [-1.3925, -0.4827, 3.8813], [1.6983, -0.6847, 3.9979], [2.3075, -0.6443, 5.2724], [2.3617, -1.3566, 2.9533], [-0.2872, 2.2817, 7.6047], [4.3417, -1.5428, 4.3254], [3.6387, -1.0297, 5.4194], [-1.3391, 1.5989, 7.0612], [-0.0627, 1.4746, 4.9264], [1.1259, -3.8077, 1.8863], [-0.2947, 2.5542, 8.6675], [4.1247, -0.9118, 6.3879], [1.7320, -0.2786, 6.1260], [-0.1406, -1.0943, -6.4464], [-1.8799, -1.0848, 1.8653], [-0.4469, 4.2768, -1.9978], [0.9151, 3.8133, 1.4720], [-2.3939, -3.0812, 0.2752], [1.9564, 3.7121, 0.0177], [-2.1185, 1.9733, 5.1342], [-2.5995, 2.7231, -0.1118], [-1.0314, 2.6978, -2.6471], [1.8416, -1.5935, 2.0273], [1.6162, 3.2548, 7.2603], [-0.7429, -2.9404, -2.3083], [-1.8111, 4.3253, 0.1783], [-0.2238, 0.6847, -6.7315], [1.1271, -4.8077, 0.4236], [0.7199, 3.0389, -2.5606], [2.2682, -3.4234, 0.5733], [-1.3515, -0.8835, 5.9977], [1.0402, -3.1312, -2.1423], [-2.2048, 1.3147, 7.6664], [0.5711, 4.8534, 0.0580], [-4.1656, -1.8344, 2.4626], [-1.4347, -4.6141, 0.3471], [-1.7593, 3.0343, 1.4412], [-1.5013, -3.5256, 1.7514], [1.3745, -0.1117, -6.4446], [-0.0547, -4.4393, -1.5927], [-3.7381, -0.1952, 6.4358], [5.4019, -1.7862, 4.4196], [4.2022, -2.2244, 2.2713], [-5.0539, -1.4207, 4.7246], [1.8107, 2.5201, 4.8926]],
  "lowdin_charge": [1.3561, 0.5128, 0.6929, 0.7080, 1.0717, -0.3253, 0.0995, 0.0282, -0.0812, -0.1132, -0.9650, -0.2499, -0.2379, -0.4906, -0.3228, -0.3010, -0.2624, -0.2870, -0.0222, -0.2644, -0.2922, -0.0530, -0.0685, -0.0470, 0.0001, -0.0390, -0.2361, -0.2685, -0.0578, -0.1073, -0.0473, -0.0292, -0.0384, 0.0067, -0.2647, 0.0485, 0.1288, 0.1243, 0.1147, 0.0781, 0.0741, 0.0575, 0.0452, 0.0454, 0.0573, 0.1791, 0.0473, 0.0230, 0.0503, 0.1210, 0.0353, 0.0618, 0.0814, 0.0636, 0.0559, 0.0450, 0.1755, 0.0511, 0.1280, 0.0613, 0.1196, 0.0622, 0.0362, 0.0392, 0.0934, 0.0593, 0.1274, 0.1267, 0.1244, 0.1246, 0.1292]
}